Entry 1:
DFT (the ωB97M-V functional and the def2-TZVPD basis) results for a cluster of 2 separate species, C6H15N2 in total in a non-equilibrium geometry.

charge	+1
E_LUMO	-6.4	eV
orbital gap	7.66	eV
relative energy (zero: lowest compared OMol25 entry of this formula, charge and spin)	66.9	kcal/mol

CARTESIAN COORDINATES (ANGSTROEM)
C (3.392, -0.081, -0.170)
C (2.043, -0.826, -0.182)
C (0.962, -0.137, 0.527)
N (-2.160, 1.784, 0.157)
C (-0.977, 1.300, 0.689)
C (-0.191, 0.415, -0.020)
C (-0.554, 0.052, -1.441)
N (-2.934, -1.235, 0.737)
H (3.250, 0.870, -0.674)
H (4.162, -0.720, -0.587)
H (2.134, -1.810, 0.308)
H (1.753, -1.097, -1.196)
H (-2.611, -2.014, 0.160)
H (1.107, -0.038, 1.603)
H (-2.216, 2.788, 0.293)
H (-3.026, 1.319, 0.418)
H (-0.678, 1.733, 1.641)
H (-1.588, 0.323, -1.645)
H (-0.033, 0.636, -2.205)
H (-0.423, -1.005, -1.658)
H (3.716, 0.156, 0.846)
H (-2.077, -0.690, 0.767)
H (-3.052, -1.723, 1.630)



Entry 2:
DFT (the ωB97M-V functional and the def2-TZVPD basis) results for an isolated molecule of C9H11N3S3 in a non-equilibrium geometry.

charge	0
E_LUMO	0.7	eV
orbital gap	8.97	eV
SMILES	C=CN1[C@H](SC2=NCSC2)[C@]12N=CCS2

CARTESIAN COORDINATES (ANGSTROEM)
C (-2.730, 2.470, 0.588)
C (-1.583, 1.983, 1.030)
N (-1.281, 0.631, 1.108)
C (-0.174, -0.061, 0.555)
S (0.964, 0.796, -0.577)
C (2.538, 0.176, -0.117)
N (2.704, -0.828, 0.627)
C (4.045, -1.190, 0.852)
S (5.152, -0.012, -0.084)
C (3.715, 0.919, -0.687)
C (-1.594, -0.377, 0.160)
N (-2.045, -0.102, -1.120)
C (-2.833, -0.957, -1.599)
C (-3.215, -2.160, -0.792)
S (-2.367, -1.929, 0.801)
H (-3.493, 1.833, 0.178)
H (-2.939, 3.522, 0.628)
H (-0.803, 2.609, 1.443)
H (0.370, -0.741, 1.200)
H (4.288, -1.132, 1.915)
H (4.232, -2.204, 0.489)
H (3.692, 0.931, -1.777)
H (3.742, 1.946, -0.319)
H (-3.224, -0.819, -2.594)
H (-4.293, -2.221, -0.639)
H (-2.870, -3.081, -1.267)



Entry 3:
DFT (the ωB97M-V functional and the def2-TZVPD basis) results for an isolated molecule of C6H5NO in a non-equilibrium geometry.

charge	0
E_LUMO (alpha / beta)	0.1 / 0.1	eV
orbital gap (alpha / beta)	8.34 / 8.34	eV
SMILES	O=C=CC1=CN=CC1
relative energy (zero: lowest compared OMol25 entry of this formula, charge and spin)	65.0	kcal/mol

CARTESIAN COORDINATES (ANGSTROEM)
O (2.508, -0.794, 1.706)
C (1.469, -0.266, 1.816)
C (0.366, 0.375, 1.873)
C (-0.254, 0.449, 0.311)
C (-0.990, 1.337, -0.662)
N (-1.109, 0.699, -1.788)
C (-0.726, -0.532, -1.777)
C (0.077, -0.783, -0.502)
H (-0.215, 1.036, 2.513)
H (-1.538, 2.113, -0.230)
H (-0.776, -1.309, -2.578)
H (0.054, -1.674, 0.138)
H (1.134, -0.650, -0.819)



Entry 4:
DFT (the ωB97M-V functional and the def2-TZVPD basis) results for a cluster of 2 separate species, C3H9O3 in total in a non-equilibrium geometry.

charge	-1
E_LUMO	3.8	eV
orbital gap	6.83	eV
relative energy (zero: lowest compared OMol25 entry of this formula, charge and spin)	10.8	kcal/mol

CARTESIAN COORDINATES (ANGSTROEM)
C (-0.792, -0.707, 0.728)
O (0.303, -1.494, 0.910)
C (-0.475, 0.826, 0.733)
C (-0.007, 1.187, -0.663)
O (0.469, 2.550, -0.750)
H (-1.205, -0.856, -0.301)
H (-1.563, -0.938, 1.491)
H (0.312, 0.981, 1.437)
H (-1.397, 1.384, 0.946)
H (0.889, 0.603, -0.880)
H (-0.741, 0.958, -1.437)
H (-0.189, 3.115, -0.331)
H (2.211, -2.631, -0.436)
H (0.716, -2.365, -0.399)
O (1.470, -2.614, -1.047)



Number 1: energy -346.80603 Ha, molar mass 115.2 g/mol. Number 2: energy -1708.29179 Ha, molar mass 257.4 g/mol. Number 3: energy -361.48069 Ha, molar mass 107.1 g/mol. Number 4: energy -345.41640 Ha, molar mass 93.1 g/mol.